14
Properties=species:S:1:pos:R:3:forces:R:3:nbo_charge:R:1 method="wB97M-V/def2-TZVPD" charge=-1 spin_multiplicity=1 relative_energy_ev=0.000 lumo_energy_ev=3.65
H 1.403 2.720 -0.248 0.6 0.4 0.6 0.1432
C 0.781 2.196 0.494 1.3 -2.5 1.3 -0.2291
C 0.123 1.038 0.004 -4.5 -0.7 -4.1 -0.6442
H 0.738 0.155 -0.213 -0.1 0.4 0.3 0.1775
H 0.895 1.217 1.360 1.4 2.9 -0.9 0.2807
O 0.146 3.229 1.252 -0.4 0.1 -0.8 -0.4244
O 0.385 3.034 2.662 0.0 0.1 1.2 -0.7169
Ga -1.494 2.785 2.559 0.0 -0.3 -0.2 0.6701
C -1.154 0.634 -2.555 0.5 0.2 1.4 0.0130
C -0.818 1.346 -1.453 1.3 -0.5 0.8 -0.2907
O -1.883 1.119 -3.653 0.0 0.2 -0.3 -0.7418
H -0.941 -0.433 -2.683 -0.1 0.4 0.0 0.1514
H -1.130 2.406 -1.519 0.1 -0.3 0.3 0.1467
H -1.674 2.053 -3.803 0.0 -0.4 0.4 0.4645